22
Properties=species:S:1:pos:R:3:forces:R:3 method="wB97M-V/def2-TZVPD" lumo_ev="-0.43 / -0.43" homo_ev="-8.247 / -8.249" orbital_gap_ev="7.81 / 7.82" spin_multiplicity=1
C 1.121 -0.230 0.077 1.108 0.878 -0.251
C 1.454 0.936 -0.662 0.355 -1.275 0.668
C 1.622 -1.550 -0.499 -0.503 -0.044 -0.053
H 1.313 -0.141 1.145 -0.166 0.076 0.036
H -0.829 1.130 1.592 -0.110 0.038 0.088
H 0.272 1.756 -0.671 -1.393 0.437 0.127
H 2.065 1.702 -0.196 -0.333 0.212 0.021
H 1.232 -1.680 -1.507 0.044 -0.058 -0.036
H 2.714 -1.575 -0.523 -0.099 0.084 -0.021
H 1.593 0.825 -1.734 -0.122 0.069 0.008
H 1.292 -2.391 0.111 -0.044 -0.024 -0.031
C -1.227 -1.551 0.909 0.615 -0.133 -0.079
C -0.814 -0.428 -0.051 -1.988 0.811 -0.186
C -1.267 1.025 0.601 0.959 -0.948 -0.199
C -0.900 2.112 -0.304 1.243 -0.205 -0.557
O -1.119 -0.557 -1.256 0.517 -0.019 0.415
H -2.343 0.879 0.669 -0.010 -0.042 0.022
H -0.771 -1.443 1.895 -0.016 -0.041 0.009
H -2.312 -1.543 1.021 0.042 0.116 -0.073
H -0.954 -2.514 0.478 0.006 -0.013 0.047
H -0.671 3.079 0.134 -0.155 0.036 0.004
H -1.472 2.159 -1.228 0.049 0.044 0.041

***

22
Properties=species:S:1:pos:R:3:forces:R:3 method="wB97M-V/def2-TZVPD" smiles="C=C/C=C(/C)CC.O" lumo_ev=0.85 homo_ev=-7.983 orbital_gap_ev=8.84 spin_multiplicity=1
C -2.787 -1.102 -0.517 2.075 1.436 -0.806
C -1.880 -0.259 0.043 -0.345 -1.459 -0.235
C -0.495 -0.225 -0.591 -1.626 1.399 0.993
C 0.546 0.384 -0.024 -0.053 -0.487 2.394
C 1.811 0.662 -0.736 -0.304 2.747 -0.841
C 0.776 0.716 1.513 -0.180 0.054 -1.899
C 1.310 2.163 1.659 0.327 -0.386 2.978
H -3.767 -1.357 -0.355 -2.399 0.281 1.835
H -2.641 -1.548 -1.482 1.246 -0.210 -0.381
H -2.154 0.325 0.981 0.737 -0.882 -1.293
H -0.430 -0.569 -1.622 -0.062 0.070 0.303
H 1.551 1.642 -1.317 0.990 -1.067 1.199
H 1.913 0.019 -1.591 0.859 -0.818 0.035
H 2.663 0.861 0.000 -0.847 -0.650 -1.669
H 1.560 -0.047 1.695 -0.406 0.487 0.674
H -0.050 0.637 2.224 -0.123 -0.667 -0.567
H 1.033 2.764 0.806 -0.124 0.436 0.125
H 2.419 2.137 1.784 -0.825 0.376 -0.235
H 0.884 2.558 2.700 0.913 -0.330 -2.451
O -0.539 -2.975 -1.670 1.141 1.316 -0.411
H -0.701 -3.644 -1.037 -0.476 -1.141 0.763
H -1.022 -3.146 -2.464 -0.517 -0.503 -0.511

***

22
Properties=species:S:1:pos:R:3:forces:R:3 method="wB97M-V/def2-TZVPD" lumo_ev="-4.47 / -8.18" homo_ev="-13.984 / -13.941" orbital_gap_ev="9.51 / 5.76" total_charge=+1 spin_multiplicity=2
C 0.397 -2.100 0.650 3.303 1.993 1.485
C -0.025 -1.035 -0.394 -1.302 1.001 0.249
C 1.166 -0.141 -0.557 -3.173 0.897 1.410
C 2.112 -0.350 -1.544 1.496 -1.353 -1.181
C 1.133 1.060 0.329 0.299 2.622 -0.446
C -0.150 1.451 1.223 0.210 -1.976 -2.045
C -0.880 2.498 0.810 2.185 1.121 -0.080
H 1.536 -2.184 0.617 -1.249 -0.611 -0.303
H 0.348 -1.713 1.714 -0.643 -0.155 -1.221
H -0.028 -3.050 0.613 -0.884 -1.407 -0.470
H -0.893 -0.430 0.102 1.464 -1.126 -1.488
H -0.319 -1.376 -1.422 0.084 -0.333 1.138
H 2.851 0.395 -1.745 0.297 0.623 -0.033
H 2.291 -1.282 -2.167 -0.875 1.021 1.092
H 1.628 1.994 -0.222 -1.270 -1.729 0.770
H 1.912 0.936 1.037 1.417 -0.512 1.058
H -0.446 0.583 1.896 -0.003 1.517 -0.804
H -1.896 2.752 1.066 0.000 -0.071 0.540
H -0.278 3.324 0.268 -1.377 -1.570 0.314
H -3.059 0.182 -1.264 -1.935 -2.875 1.989
H -3.994 -0.768 -0.108 0.805 1.075 -1.153
O -3.404 -0.746 -0.901 1.150 1.847 -0.820

***

23
Properties=species:S:1:pos:R:3:forces:R:3 method="wB97M-V/def2-TZVPD" smiles="CO[C@@]1(C)CO1.C=CC" lumo_ev=0.96 homo_ev=-9.631 orbital_gap_ev=10.59 spin_multiplicity=1
C -0.325 -1.129 -2.713 -0.088 -0.152 0.079
O 0.031 0.165 -2.263 0.189 0.135 -0.178
C 1.039 0.255 -1.324 -0.435 0.467 0.753
C 1.405 1.706 -1.106 -0.134 -0.386 -0.203
C 1.207 -0.723 -0.240 -0.511 0.062 0.388
O 2.073 -0.676 -1.358 0.940 -0.208 -0.917
H -0.817 -0.986 -3.676 0.024 -0.086 0.091
H -1.026 -1.606 -2.015 0.102 0.026 -0.106
H 0.561 -1.758 -2.840 -0.144 0.053 -0.012
H 0.607 2.207 -0.560 -0.007 0.048 -0.024
H 2.329 1.768 -0.541 0.071 0.011 0.089
H 1.534 2.193 -2.069 0.034 0.067 -0.038
H 1.651 -0.411 0.697 0.033 0.022 0.134
H 0.571 -1.595 -0.179 -0.074 -0.070 -0.033
C -2.053 -0.865 1.692 -0.172 -0.342 -0.044
C -1.316 0.224 1.730 0.210 0.372 0.076
C -0.518 0.666 2.911 -0.014 0.019 -0.053
H -2.113 -1.534 2.535 0.019 -0.119 0.230
H -2.624 -1.144 0.825 -0.138 -0.004 -0.273
H -1.275 0.877 0.867 -0.053 0.027 -0.172
H -0.544 -0.082 3.700 0.035 -0.016 0.087
H 0.520 0.845 2.624 0.048 0.034 0.078
H -0.917 1.603 3.303 0.065 0.038 0.047

***

23
Properties=species:S:1:pos:R:3:forces:R:3 method="wB97M-V/def2-TZVPD" lumo_ev=0.56 homo_ev=-8.430 orbital_gap_ev=8.99 spin_multiplicity=1
C 0.243 -1.824 -0.571 -0.294 -0.098 -0.078
C 0.310 2.084 0.160 -1.247 0.666 -0.081
C 0.743 -0.633 0.165 -0.712 -0.369 -1.103
C -0.679 -2.799 0.122 0.183 0.058 -0.116
C -1.048 2.246 -0.039 1.424 1.291 0.456
C 0.956 2.162 1.501 -0.028 -0.334 0.040
C -0.369 -0.581 -1.149 2.058 0.360 1.152
O 1.241 -2.423 -1.372 -0.040 0.020 0.038
O -1.599 -0.188 -0.900 -0.904 2.220 0.671
H 0.806 -2.888 -2.097 -0.012 0.023 0.042
H 0.976 2.132 -0.693 -0.019 -0.138 -0.089
H 0.145 -0.171 -2.024 0.003 -0.197 0.013
H 1.770 -0.355 -0.013 0.038 0.029 -0.078
H 0.360 -0.501 1.166 -0.139 0.118 0.000
H -1.448 -2.263 0.673 -0.006 -0.009 0.029
H -1.174 -3.435 -0.616 -0.034 0.007 -0.016
H -0.108 -3.438 0.795 -0.007 0.028 0.050
H -1.363 2.770 -0.937 -0.030 -0.429 -0.302
H -1.651 2.506 0.827 -0.064 -0.381 0.081
H -1.503 0.973 -0.546 -0.141 -2.787 -0.593
H 0.247 1.959 2.304 -0.003 -0.040 -0.027
H 1.809 1.489 1.592 -0.009 -0.026 0.020
H 1.335 3.178 1.652 -0.020 -0.012 -0.109

***

23
Properties=species:S:1:pos:R:3:forces:R:3 method="wB97M-V/def2-TZVPD" smiles="C=C[C@H](C)C(C)=O.CO" lumo_ev=0.80 homo_ev=-9.388 orbital_gap_ev=10.18 spin_multiplicity=1
C -2.920 0.058 1.045 0.240 -0.175 0.090
C -2.108 -0.511 0.169 -0.186 1.230 -1.830
C -0.755 0.171 -0.363 -1.936 -1.724 1.768
C -0.435 -0.175 -1.798 -0.007 0.113 0.120
C -0.024 -0.542 0.741 2.589 1.615 -0.379
C 0.468 -1.943 0.484 -0.551 -0.268 0.451
O 0.337 0.087 1.734 -0.505 -0.811 -0.066
H -3.912 -0.323 1.233 -0.016 -0.245 0.185
H -2.601 0.909 1.628 -0.021 0.270 -0.078
H -2.414 -1.389 -0.391 -0.047 -0.090 0.066
H -0.826 1.239 -0.168 0.231 -0.153 0.004
H -1.164 0.290 -2.459 0.022 0.060 -0.063
H -0.458 -1.244 -1.988 0.000 -0.147 0.042
H 0.558 0.199 -2.048 -0.007 0.035 -0.087
H 1.276 -1.910 -0.247 0.010 0.102 -0.022
H 0.835 -2.378 1.412 0.044 0.058 -0.018
H -0.323 -2.578 0.088 0.025 -0.062 -0.110
C 2.721 1.655 -0.030 0.184 -0.064 0.031
O 1.443 2.140 0.289 -0.321 0.129 0.525
H 3.168 2.355 -0.741 0.007 -0.135 0.075
H 3.372 1.585 0.853 -0.060 0.016 -0.169
H 2.668 0.664 -0.501 0.104 0.024 0.012
H 1.093 1.642 1.060 0.201 0.221 -0.546

***

24
Properties=species:S:1:pos:R:3:forces:R:3 method="wB97M-V/def2-TZVPD" lumo_ev=0.55 homo_ev=-8.116 orbital_gap_ev=8.66 spin_multiplicity=1
C 0.029 0.823 1.006 1.367 -1.655 -3.433
C 0.614 -1.930 -0.959 0.303 -0.126 1.173
C -1.052 2.310 2.755 -2.730 -3.488 1.224
C 2.804 -0.735 -1.845 0.063 0.254 -1.332
C -2.357 -0.982 -1.018 0.017 1.156 2.730
C -1.202 1.445 1.496 -0.178 2.439 0.021
C 2.060 -1.492 -0.749 0.165 0.639 0.073
O 1.188 0.851 1.323 -1.700 0.355 0.376
O 0.177 -2.984 -0.518 0.295 0.581 -0.774
Si -0.573 -0.407 -1.131 0.462 0.235 1.824
H -0.542 3.143 2.661 3.129 3.937 -1.232
H -0.517 1.736 3.538 -0.718 0.228 -0.197
H -2.016 2.751 3.105 0.320 -1.098 -0.014
H 3.898 -0.948 -1.910 -0.837 0.256 0.560
H 2.633 0.361 -1.763 0.292 -0.700 -0.202
H 2.443 -1.067 -2.828 -0.029 0.287 0.023
H -2.736 -1.202 -1.952 -0.982 -0.679 -1.935
H -2.704 -1.692 -0.245 1.097 -0.544 -0.652
H -2.952 -0.166 -0.590 0.062 0.670 -0.660
H -1.884 0.653 1.644 -0.867 -1.077 0.334
H -1.671 2.011 0.627 0.769 -0.546 0.876
H 2.735 -2.212 -0.313 -0.324 -0.666 0.259
H 1.849 -0.714 -0.007 0.356 -0.264 0.548
H -0.226 0.448 -2.327 -0.333 -0.197 0.412

***

22
Properties=species:S:1:pos:R:3:forces:R:3 method="wB97M-V/def2-TZVPD" lumo_ev="-0.09 / -0.17" homo_ev="-8.035 / -7.745" orbital_gap_ev="7.95 / 7.57" spin_multiplicity=1
C -3.851 -0.325 -0.319 0.159 -1.837 1.174
C -0.689 -0.357 1.049 1.159 0.734 -0.057
C -0.362 1.245 -1.216 -1.722 -3.569 1.872
C -3.868 -1.243 0.681 -0.768 2.184 0.456
C 2.995 1.254 0.758 0.462 -0.215 -0.932
C 2.749 -0.526 -1.112 0.201 -1.415 1.240
C 2.739 0.010 0.298 0.765 1.459 0.240
S -0.843 -0.365 -0.581 0.935 2.949 -0.668
H -3.683 -0.284 -1.391 0.294 -1.065 0.218
H -3.865 0.629 0.080 -0.954 2.199 0.473
H -1.377 -0.980 1.555 -0.423 -0.599 0.526
H 0.032 0.259 1.633 -0.776 -0.367 -0.823
H 0.167 1.197 -2.099 0.784 -0.155 -2.161
H 0.066 1.843 -0.479 0.456 1.164 1.284
H -3.489 -2.235 0.711 -0.335 -0.972 -0.588
H 3.144 1.297 1.858 -0.153 0.649 -0.965
H 3.230 2.139 0.055 -0.638 -1.424 1.425
H -4.242 -0.857 1.707 1.051 -0.602 -1.708
H 3.099 0.174 -1.834 0.687 0.688 -0.371
H 1.699 -0.752 -1.494 1.530 -0.708 0.751
H 3.556 -1.382 -0.931 -2.128 1.194 -1.403
H 2.792 -0.742 1.074 -0.586 -0.292 0.019

***

The evaluated E for the records listed, in turn: -350.21461; -350.24953; -349.91036; -425.51252; -425.46775; -425.53763; -714.98531; -673.06141 Ha.
The evaluated relative energy (zero: lowest compared OMol25 entry of this formula, charge and spin) for the records listed, in turn: 90.90; 68.98; 67.09; 58.18; 86.28; 42.43; 107.05; 147.47 kcal per mole.